--- A ---
{
  "formula": "C17H17N3O3S2",
  "method": "the ωB97M-V functional and the def2-TZVPD basis",
  "e_homo_ev": -8.42,
  "spin_multiplicity": 1,
  "smiles": "Cc1ccc(S(=O)(=O)N(C)CC(=O)Nc2nc3ccccc3s2)cc1",
  "elements": ["C", "C", "C", "C", "C", "S", "O", "O", "N", "C", "C", "C", "O", "N", "C", "N", "C", "C", "C", "C", "C", "C", "S", "C", "C", "H", "H", "H", "H", "H", "H", "H", "H", "H", "H", "H", "H", "H", "H", "H", "H", "H"],
  "xyz": [[5.66, 3.59, -0.71], [4.43, 2.76, -0.50], [4.44, 1.71, 0.42], [3.32, 0.94, 0.62], [2.17, 1.21, -0.10], [0.73, 0.19, 0.18], [0.52, 0.08, 1.59], [-0.34, 0.66, -0.65], [1.32, -1.29, -0.36], [1.56, -1.31, -1.79], [0.86, -2.51, 0.26], [-0.06, -3.30, -0.66], [0.29, -4.31, -1.22], [-1.29, -2.76, -0.93], [-1.92, -1.72, -0.30], [-1.76, -1.39, 0.92], [-2.51, -0.29, 1.25], [-2.52, 0.34, 2.49], [-3.33, 1.43, 2.67], [-4.14, 1.91, 1.64], [-4.14, 1.30, 0.40], [-3.32, 0.20, 0.21], [-3.09, -0.76, -1.22], [2.13, 2.25, -1.01], [3.26, 3.02, -1.21], [5.46, 4.43, -1.37], [6.02, 3.98, 0.24], [6.45, 2.98, -1.15], [5.35, 1.51, 0.97], [3.31, 0.12, 1.33], [2.01, -2.26, -2.07], [0.63, -1.17, -2.36], [2.24, -0.50, -2.03], [0.35, -2.23, 1.19], [1.72, -3.15, 0.49], [-1.79, -3.20, -1.69], [-1.87, -0.03, 3.27], [-3.34, 1.94, 3.62], [-4.76, 2.77, 1.80], [-4.76, 1.67, -0.41], [1.21, 2.43, -1.55], [3.23, 3.84, -1.92]]
}

---

--- B ---
{
  "formula": "C17H17N3O3S2",
  "method": "the ωB97M-V functional and the def2-TZVPD basis",
  "e_homo_ev": -8.19,
  "spin_multiplicity": 1,
  "elements": ["C", "N", "S", "O", "O", "C", "C", "C", "C", "C", "C", "C", "C", "N", "C", "H", "H", "H", "H", "H", "H", "C", "C", "O", "N", "H", "C", "C", "C", "C", "C", "S", "H", "H", "H", "H", "H", "H", "H", "H", "H", "H"],
  "xyz": [[3.01, 0.78, 0.81], [1.84, 1.60, 0.37], [1.59, 1.79, -1.35], [2.73, 1.26, -1.98], [1.37, 3.45, -1.42], [0.26, 1.13, -1.70], [-0.59, 1.80, -2.35], [-2.07, 1.19, -2.88], [-2.19, -0.14, -2.68], [-1.15, -0.97, -1.89], [-1.23, -2.38, -1.91], [-0.28, -2.87, -1.15], [0.79, -2.10, -0.37], [0.97, -0.98, -0.83], [-0.08, -0.21, -1.46], [1.79, -2.65, 0.03], [-0.18, -4.03, -0.66], [-2.00, -2.88, -2.02], [-3.14, -0.83, -3.04], [-2.63, 1.62, -3.43], [-0.71, 2.91, -2.63], [1.44, 2.63, 1.05], [0.08, 2.02, 1.82], [-0.34, 2.64, 2.73], [-0.58, 0.95, 1.32], [0.18, 0.37, 0.77], [-1.47, 0.25, 2.11], [-1.32, -1.33, 1.99], [0.02, -1.84, 2.63], [-0.14, -3.31, 2.68], [-1.44, -3.75, 2.03], [-2.49, -2.34, 1.64], [-1.71, -4.79, 1.99], [0.60, -3.83, 3.11], [0.75, -1.25, 3.05], [-2.38, 0.20, 1.07], [-1.95, 0.74, 2.90], [1.16, 3.36, 0.56], [2.00, 3.02, 1.88], [3.87, 1.46, 1.07], [2.69, 0.05, 1.63], [3.59, 0.27, -0.19]]
}

---

Which structure loses on stability? B does.

---

--- A ---
{
  "formula": "C12H18O2",
  "method": "the ωB97M-V functional and the def2-TZVPD basis",
  "e_homo_ev": -9.15,
  "spin_multiplicity": 1,
  "smiles": "C=C[C@@H](O)C[C@H]1C[C@@H]2CCC[C@@H]2C1=O",
  "elements": ["C", "C", "C", "O", "C", "C", "C", "C", "C", "C", "C", "C", "C", "O", "H", "H", "H", "H", "H", "H", "H", "H", "H", "H", "H", "H", "H", "H", "H", "H", "H", "H"],
  "xyz": [[4.41, 0.60, 1.49], [3.24, 0.29, 0.94], [2.99, -0.33, -0.36], [3.09, -1.76, -0.27], [1.79, 0.16, -1.13], [0.41, 0.16, -0.46], [-0.61, 1.02, -1.05], [-2.04, 0.27, -0.89], [-2.81, 0.62, 0.34], [-2.38, -0.47, 1.40], [-2.35, -1.74, 0.51], [-1.63, -1.20, -0.79], [-0.13, -1.25, -0.47], [0.50, -2.22, -0.33], [4.63, 1.08, 2.37], [5.30, 0.28, 0.93], [2.43, 0.67, 1.54], [3.93, -0.24, -1.06], [2.45, -2.11, 0.36], [2.08, 1.15, -1.58], [1.81, -0.44, -1.97], [0.65, 0.37, 0.56], [-0.32, 1.02, -2.16], [-0.63, 2.03, -0.63], [-2.53, 0.45, -1.87], [-3.94, 0.69, 0.14], [-2.49, 1.61, 0.72], [-1.33, -0.28, 1.66], [-2.96, -0.56, 2.36], [-1.90, -2.62, 1.06], [-3.30, -2.09, 0.14], [-1.76, -1.93, -1.53]]
}

---

--- B ---
{
  "formula": "C12H18O2",
  "method": "the ωB97M-V functional and the def2-TZVPD basis",
  "e_homo_ev": -9.30,
  "spin_multiplicity": 1,
  "smiles": "C=C1[C@@H](O)C[C@H]2C[C@@H]3CCC[C@@H]3[C@@]12O",
  "elements": ["C", "C", "C", "O", "C", "C", "C", "C", "C", "C", "C", "C", "C", "O", "H", "H", "H", "H", "H", "H", "H", "H", "H", "H", "H", "H", "H", "H", "H", "H", "H", "H"],
  "xyz": [[-2.03, -1.41, 1.54], [-1.75, -0.82, 0.40], [-2.88, 0.00, -0.31], [-3.80, 0.59, 0.51], [-2.12, 1.06, -1.24], [-0.69, 0.78, -0.96], [-0.01, 1.60, 0.21], [1.21, 0.74, 0.71], [2.66, 1.04, 0.13], [3.28, -0.33, 0.09], [2.24, -1.31, -0.39], [0.83, -0.71, 0.37], [-0.46, -0.62, -0.46], [-0.44, -1.62, -1.55], [-1.29, -2.15, 1.86], [-2.93, -1.32, 2.04], [-3.49, -0.65, -1.00], [-3.25, 0.89, 1.22], [-2.49, 0.79, -2.26], [-2.50, 2.03, -1.01], [0.03, 1.01, -1.78], [-0.64, 1.70, 1.05], [0.19, 2.61, -0.15], [1.21, 0.95, 1.83], [3.17, 1.61, 0.93], [2.65, 1.66, -0.75], [4.20, -0.34, -0.58], [3.69, -0.55, 0.99], [1.96, -1.31, -1.53], [2.47, -2.34, 0.06], [0.80, -1.32, 1.27], [0.17, -2.26, -1.22]]
}

---

Which structure loses on stability? B does.

---

--- A ---
{
  "formula": "CH5PS",
  "method": "the ωB97M-V functional and the def2-TZVPD basis",
  "e_homo_ev": -8.80,
  "spin_multiplicity": 1,
  "smiles": "CSP",
  "elements": ["C", "S", "P", "H", "H", "H", "H", "H"],
  "xyz": [[-0.07, -0.94, 0.94], [1.13, -0.02, -0.03], [-0.08, 1.25, -1.19], [0.17, -2.03, 0.85], [-1.05, -0.51, 0.39], [-0.16, -0.69, 2.05], [0.19, 2.38, -0.49], [0.94, 1.46, -2.24]]
}

---

--- B ---
{
  "formula": "CH5PS",
  "method": "the ωB97M-V functional and the def2-TZVPD basis",
  "e_homo_ev": -8.99,
  "spin_multiplicity": 1,
  "elements": ["C", "P", "S", "H", "H", "H", "H", "H"],
  "xyz": [[-0.74, -0.56, -0.30], [0.71, 0.40, 0.29], [2.37, 0.06, -0.52], [-0.44, -1.52, 0.01], [-1.67, -0.27, 0.15], [-0.91, -0.56, -1.41], [0.38, 0.21, 1.66], [0.30, 2.24, 0.12]]
}

---

--- C ---
{
  "formula": "CH5PS",
  "method": "the ωB97M-V functional and the def2-TZVPD basis",
  "e_homo_ev": -9.04,
  "spin_multiplicity": 1,
  "smiles": "P=S.C",
  "elements": ["P", "S", "H", "C", "H", "H", "H", "H"],
  "xyz": [[-0.96, 3.14, 0.74], [0.19, 2.41, 2.14], [-0.66, 4.56, 0.88], [0.24, -2.00, -0.59], [0.11, -3.16, -0.70], [-0.03, -1.89, -1.58], [-0.15, -1.31, -0.02], [1.26, -1.75, -0.88]]
}

---

Which structure loses on stability? C does.

---

--- A ---
{
  "formula": "C15H22N2O4S",
  "method": "the ωB97M-V functional and the def2-TZVPD basis",
  "e_homo_ev": -8.66,
  "spin_multiplicity": 1,
  "smiles": "CCOCCCNS(=O)(=O)c1ccc2c(c1)CCN2C(C)=O",
  "elements": ["C", "C", "O", "C", "C", "C", "N", "S", "O", "O", "C", "C", "C", "C", "C", "C", "C", "C", "N", "C", "C", "O", "H", "H", "H", "H", "H", "H", "H", "H", "H", "H", "H", "H", "H", "H", "H", "H", "H", "H", "H", "H", "H", "H"],
  "xyz": [[5.09, 2.16, 1.04], [5.97, 1.00, 0.56], [5.79, 0.64, -0.79], [4.50, 0.21, -1.17], [4.07, -1.11, -0.52], [2.77, -1.65, -1.11], [1.64, -0.73, -0.98], [1.26, -0.28, 0.60], [1.87, 0.99, 0.91], [1.54, -1.39, 1.46], [-0.50, -0.07, 0.44], [-1.03, 1.18, 0.20], [-2.40, 1.34, 0.03], [-3.20, 0.22, 0.12], [-2.66, -1.05, 0.37], [-1.30, -1.20, 0.53], [-3.74, -2.08, 0.42], [-5.02, -1.26, 0.18], [-4.59, 0.12, -0.01], [-5.43, 1.17, -0.27], [-6.90, 0.80, -0.34], [-5.04, 2.30, -0.43], [5.17, 2.99, 0.34], [5.43, 2.48, 2.02], [4.05, 1.86, 1.12], [7.02, 1.28, 0.61], [5.82, 0.13, 1.22], [4.56, 0.09, -2.25], [3.76, 0.99, -0.93], [3.92, -0.96, 0.55], [4.86, -1.85, -0.66], [2.88, -1.88, -2.17], [2.48, -2.55, -0.57], [1.77, 0.11, -1.53], [-0.36, 2.02, 0.16], [-2.83, 2.31, -0.15], [-0.84, -2.16, 0.73], [-3.76, -2.59, 1.38], [-3.60, -2.84, -0.36], [-5.56, -1.60, -0.71], [-5.70, -1.32, 1.04], [-7.07, 0.09, -1.14], [-7.46, 1.71, -0.54], [-7.23, 0.37, 0.59]]
}

---

--- B ---
{
  "formula": "C15H22N2O4S",
  "method": "the ωB97M-V functional and the def2-TZVPD basis",
  "e_homo_ev": -8.95,
  "spin_multiplicity": 1,
  "smiles": "CCCCNS(=O)(=O)c1ccc(NC(=O)[C@@H]2CCCO2)cc1",
  "elements": ["C", "C", "C", "C", "N", "S", "O", "O", "C", "C", "C", "C", "N", "C", "O", "C", "C", "C", "C", "O", "C", "C", "H", "H", "H", "H", "H", "H", "H", "H", "H", "H", "H", "H", "H", "H", "H", "H", "H", "H", "H", "H", "H", "H"],
  "xyz": [[3.46, 3.89, -0.98], [4.37, 3.33, -2.07], [4.61, 1.83, -1.93], [3.35, 1.00, -2.21], [3.55, -0.42, -2.04], [3.53, -0.99, -0.46], [4.02, -2.34, -0.53], [4.17, -0.08, 0.45], [1.78, -0.99, -0.16], [1.21, -0.01, 0.64], [-0.16, 0.00, 0.85], [-0.95, -0.97, 0.24], [-2.33, -1.02, 0.41], [-3.14, -0.21, 1.14], [-2.79, 0.75, 1.80], [-4.62, -0.63, 1.03], [-5.35, -0.47, 2.37], [-5.86, -1.89, 2.68], [-4.96, -2.75, 1.80], [-4.75, -1.99, 0.62], [-0.36, -1.95, -0.56], [1.00, -1.96, -0.76], [3.83, 3.61, 0.00], [2.45, 3.52, -1.09], [3.43, 4.98, -1.04], [5.34, 3.84, -2.01], [3.94, 3.55, -3.05], [4.96, 1.60, -0.92], [5.39, 1.52, -2.64], [2.99, 1.18, -3.22], [2.56, 1.27, -1.51], [4.35, -0.79, -2.54], [1.85, 0.72, 1.11], [-0.62, 0.75, 1.47], [-2.82, -1.78, -0.05], [-5.06, -0.02, 0.24], [-4.64, -0.13, 3.13], [-6.16, 0.25, 2.31], [-6.90, -1.99, 2.36], [-5.78, -2.15, 3.73], [-4.00, -2.95, 2.30], [-5.41, -3.70, 1.49], [-0.98, -2.71, -1.02], [1.49, -2.70, -1.37]]
}

---

Which structure loses on stability? A does.

---

--- A ---
{
  "formula": "H8O4",
  "method": "the ωB97M-V functional and the def2-TZVPD basis",
  "e_homo_ev": [-16.86, -15.11],
  "spin_multiplicity": 2,
  "total_charge": 1,
  "elements": ["O", "H", "H", "O", "H", "H", "O", "H", "H", "O", "H", "H"],
  "xyz": [[0.95, 1.16, 0.81], [1.08, 1.46, -0.09], [0.00, 1.18, 0.93], [-2.40, 0.78, 0.02], [-2.37, 0.08, 0.68], [-1.98, 0.40, -0.75], [1.59, -1.56, 1.46], [1.52, -0.65, 1.17], [2.54, -1.72, 1.50], [-0.35, -0.24, -1.55], [-0.01, -1.09, -1.82], [-0.55, 0.22, -2.36]]
}

---

--- B ---
{
  "formula": "H8O4",
  "method": "the ωB97M-V functional and the def2-TZVPD basis",
  "e_homo_ev": [-15.33, -15.33],
  "spin_multiplicity": 2,
  "total_charge": 1,
  "elements": ["O", "H", "H", "O", "H", "H", "O", "H", "H", "O", "H", "H"],
  "xyz": [[-0.80, -0.62, 0.14], [-0.24, -0.69, -0.64], [-0.54, 0.19, 0.55], [1.51, 0.73, -1.47], [1.53, 1.03, -0.56], [2.41, 0.49, -1.67], [0.06, 2.15, 0.77], [-0.25, 2.72, 0.07], [0.19, 2.74, 1.52], [-1.58, -3.05, 0.65], [-0.86, -3.54, 0.26], [-1.43, -2.14, 0.38]]
}

---

--- C ---
{
  "formula": "H8O4",
  "method": "the ωB97M-V functional and the def2-TZVPD basis",
  "e_homo_ev": [-16.87, -14.35],
  "spin_multiplicity": 2,
  "total_charge": 1,
  "elements": ["O", "H", "H", "O", "H", "H", "O", "H", "H", "O", "H", "H"],
  "xyz": [[-1.68, -0.09, 0.60], [-1.27, 0.37, 1.34], [-2.59, -0.21, 0.86], [2.56, 2.26, -0.25], [2.01, 1.59, -0.64], [3.05, 2.63, -0.98], [-0.75, -2.64, 0.72], [-1.32, -1.91, 0.49], [-0.74, -2.65, 1.68], [0.55, 0.45, -1.21], [-0.30, 0.46, -0.77], [0.49, -0.26, -1.85]]
}

---

Which structure loses on stability? A does.

---

--- A ---
{
  "formula": "C5H12S2Si",
  "method": "the ωB97M-V functional and the def2-TZVPD basis",
  "e_homo_ev": -8.34,
  "spin_multiplicity": 1,
  "smiles": "C[Si](C)(C)C(=S)CS",
  "elements": ["C", "Si", "C", "C", "C", "S", "C", "S", "H", "H", "H", "H", "H", "H", "H", "H", "H", "H", "H", "H"],
  "xyz": [[0.55, 0.64, -1.83], [0.39, -0.27, -0.19], [0.57, 0.89, 1.33], [1.63, -1.77, 0.03], [-1.35, -1.02, 0.01], [-1.87, -2.45, -0.47], [-2.61, -0.05, 0.71], [-2.69, 1.49, -0.28], [0.40, -0.16, -2.54], [-0.39, 1.14, -1.99], [1.54, 1.19, -2.02], [0.97, 0.29, 2.16], [1.04, 1.87, 1.24], [-0.45, 1.21, 1.68], [1.54, -2.32, -0.86], [2.52, -1.13, 0.25], [1.39, -2.49, 0.75], [-3.55, -0.47, 0.66], [-2.33, 0.13, 1.69], [-2.66, 0.71, -1.35]]
}

---

--- B ---
{
  "formula": "C5H12S2Si",
  "method": "the ωB97M-V functional and the def2-TZVPD basis",
  "e_homo_ev": -8.56,
  "spin_multiplicity": 1,
  "smiles": "C[Si](C)(C)C(=S)CS",
  "elements": ["C", "Si", "C", "C", "C", "S", "C", "S", "H", "H", "H", "H", "H", "H", "H", "H", "H", "H", "H", "H"],
  "xyz": [[-2.28, -0.68, 0.18], [-0.56, -0.18, -0.54], [-0.36, 1.65, 0.03], [-0.12, -0.41, -2.59], [0.79, -1.16, 0.54], [0.94, -2.79, 0.51], [2.05, -0.40, 1.24], [2.37, 0.94, 2.80], [-2.60, -1.74, 0.22], [-2.16, -0.41, 1.24], [-2.98, -0.04, -0.18], [0.67, 1.79, 0.38], [-0.71, 2.33, -0.77], [-1.12, 1.84, 0.74], [-0.59, -1.26, -2.94], [-0.66, 0.48, -2.94], [0.95, -0.31, -2.75], [2.40, 0.37, 0.49], [2.85, -1.16, 1.39], [1.11, 1.14, 2.96]]
}

---

Which structure loses on stability? B does.

---

--- A ---
{
  "formula": "C3H2NO2P",
  "method": "the ωB97M-V functional and the def2-TZVPD basis",
  "e_homo_ev": -9.50,
  "spin_multiplicity": 1,
  "smiles": "C#C/N=P\\OC=O",
  "elements": ["C", "C", "N", "P", "O", "C", "O", "H", "H"],
  "xyz": [[0.24, 1.90, -0.23], [-0.94, 1.95, -0.12], [-2.21, 1.69, 0.06], [-3.15, 0.44, 0.16], [-2.18, -0.89, 0.34], [-1.19, -1.60, -0.21], [-1.11, -1.87, -1.36], [1.31, 1.82, -0.62], [-0.48, -1.86, 0.62]]
}

---

--- B ---
{
  "formula": "C3H2NO2P",
  "method": "the ωB97M-V functional and the def2-TZVPD basis",
  "e_homo_ev": [-10.01, -10.01],
  "spin_multiplicity": 1,
  "elements": ["C", "C", "C", "N", "O", "O", "P", "H", "H"],
  "xyz": [[0.34, -1.12, -0.05], [0.74, -0.10, 0.92], [0.34, -0.85, -1.33], [-2.15, 1.84, -0.37], [0.31, -0.67, -2.49], [0.56, 1.11, 0.74], [-1.25, 2.45, 0.62], [-0.01, -2.13, 0.15], [1.10, -0.52, 1.82]]
}

---

Which structure loses on stability? B does.

---

--- A ---
{
  "formula": "C8H9N3OS",
  "method": "the ωB97M-V functional and the def2-TZVPD basis",
  "e_homo_ev": -9.01,
  "spin_multiplicity": 1,
  "smiles": "CN1C(=O)c2ccccc2S1(=N)=N",
  "elements": ["C", "N", "C", "O", "C", "C", "C", "C", "C", "C", "S", "N", "N", "H", "H", "H", "H", "H", "H", "H", "H", "H"],
  "xyz": [[-2.59, -1.29, 0.07], [-1.26, -0.80, 0.05], [-0.13, -1.59, 0.04], [-0.18, -2.79, 0.07], [1.01, -0.74, 0.04], [2.27, -1.29, 0.18], [3.31, -0.39, 0.05], [3.01, 0.95, 0.11], [1.75, 1.54, 0.17], [0.75, 0.64, 0.09], [-1.13, 0.91, 0.13], [-1.85, 1.49, -1.06], [-1.45, 1.48, 1.48], [-3.20, -1.20, 0.95], [-3.22, -0.86, -0.72], [-2.57, -2.37, -0.25], [2.51, -2.30, 0.25], [4.31, -0.60, 0.09], [3.89, 1.70, 0.08], [1.44, 2.52, 0.29], [-1.23, 1.74, -1.83], [-2.40, 1.28, 1.71]]
}

---

--- B ---
{
  "formula": "C8H9N3OS",
  "method": "the ωB97M-V functional and the def2-TZVPD basis",
  "e_homo_ev": -7.98,
  "spin_multiplicity": 1,
  "elements": ["C", "C", "C", "C", "C", "C", "C", "C", "H", "H", "H", "H", "H", "H", "H", "H", "H", "N", "N", "N", "O", "S"],
  "xyz": [[-0.35, -1.16, 2.87], [-0.99, 1.46, 0.73], [-0.30, 0.91, -0.48], [-0.52, -0.39, -1.04], [0.00, -0.80, -2.26], [0.65, 0.18, -3.11], [1.06, 1.30, -2.53], [0.50, 1.83, -1.36], [0.32, -3.08, 3.34], [0.47, -3.33, 1.30], [-0.39, -0.93, 0.88], [-1.30, 2.51, 0.78], [-0.95, -1.46, -0.31], [-0.28, -1.87, -2.68], [0.98, -0.09, -4.11], [1.72, 2.17, -2.88], [0.84, 2.53, 0.61], [0.25, -2.32, 2.71], [-0.53, -0.45, 1.80], [-1.15, 0.83, 1.84], [0.91, 2.99, -0.61], [-0.92, -0.84, 4.52]]
}

---

Which structure loses on stability? B does.